P.
Density functional theory data (ωB97M-V/def2-TZVPD) for the molecule C7H8.

Properties
- LUMO (eV) = 0.748
- HOMO energy (eV) = -8.52
- SMILES string = Cc1ccccc1

Last column: natural (NBO) charge in e.
Geometry (Å):
C -2.2027 -0.2028 0.0908  -0.635
C -0.6943 -0.1552 0.2202  -0.043
C 0.0950 -0.9310 -0.6592  -0.203
C 1.4672 -1.0125 -0.4586  -0.240
C 2.0360 0.0548 0.2304  -0.212
C 1.2729 1.2288 0.3751  -0.200
C -0.1084 1.0732 0.6130  -0.215
H -2.4772 -0.9774 -0.6575  0.217
H -2.6624 0.7304 -0.4154  0.216
H -2.7174 -0.4778 1.0305  0.223
H -0.2310 -1.4964 -1.5619  0.212
H 2.1135 -1.8254 -0.7971  0.224
H 3.0397 -0.0440 0.6270  0.215
H 1.7719 2.2170 0.2181  0.217
H -0.7029 1.8183 1.1443  0.223

Q.
Density functional theory data (ωB97M-V/def2-TZVPD) for the molecule C7H8.

Properties
- LUMO (eV) = 0.492
- HOMO energy (eV) = -7.82
- SMILES string = Cc1ccccc1

Last column: natural (NBO) charge in e.
Geometry (Å):
C -0.0982 -1.2820 1.6916  -0.657
C 0.0582 -0.4877 0.5163  0.023
C 1.2019 0.2309 0.0961  -0.251
C 1.0106 1.3781 -0.6316  -0.239
C -0.3180 1.5650 -1.0985  -0.192
C -0.9379 0.3702 -1.5309  -0.189
C -0.9036 -0.6452 -0.5846  -0.264
H 0.1890 -0.5694 2.4444  0.234
H 0.5585 -2.1756 1.6661  0.222
H -1.0099 -1.8088 1.7255  0.222
H 2.1574 -0.1453 0.5366  0.211
H 1.7822 2.1519 -0.8570  0.234
H -0.6918 2.5470 -1.1566  0.210
H -1.3703 0.1614 -2.5259  0.221
H -1.6282 -1.2905 -0.2914  0.213

Stability verdict: P, ahead by 0.0567 hartree

P.
Density functional theory data (ωB97M-V/def2-TZVPD) for the molecule C7H8.

Properties
- LUMO (eV) = 1.036
- HOMO energy (eV) = -8.77
- SMILES string = Cc1ccccc1

Last column: natural (NBO) charge in e.
Geometry (Å):
C 1.6186 -1.3912 1.0950  -0.626
C 0.9868 0.6489 -0.2655  -0.207
C 0.6146 -0.5000 0.4170  -0.033
C -0.7522 -0.7616 0.5580  -0.210
C -1.6995 0.1365 0.0606  -0.202
C -1.2537 0.9611 -0.9746  -0.219
C 0.0958 1.2386 -1.1621  -0.224
H 1.4986 -1.4614 2.1741  0.219
H 1.5471 -2.3934 0.6652  0.220
H 2.6330 -1.0669 0.8737  0.214
H 2.0016 1.0182 -0.1712  0.206
H -1.0576 -1.7002 1.0096  0.210
H -2.6019 0.3870 0.6021  0.220
H -2.0041 1.3061 -1.6808  0.213
H 0.4265 2.0481 -1.7958  0.219

Q.
Density functional theory data (ωB97M-V/def2-TZVPD) for a structure of composition C7H8.

Properties
- LUMO (eV) = 0.871
- HOMO energy (eV) = -9.81

Last column: natural (NBO) charge in e.
Geometry (Å):
C -1.0515 1.5640 0.9389  -0.515
C -1.4780 2.0232 -0.1870  0.164
C -0.2739 0.4487 0.0998  -0.039
C 1.1089 0.4365 -0.6250  -0.380
C 0.7089 -1.0486 -0.4418  -0.212
C 0.2634 -0.6830 0.9853  -0.360
C -0.7135 -0.6628 -0.9067  -0.361
H -1.0109 1.6109 2.0389  0.278
H 1.9628 0.7906 -0.0374  0.197
H 1.1523 0.8083 -1.6572  0.208
H 1.2834 -1.9310 -0.7306  0.213
H -0.5018 -1.3017 1.4593  0.201
H 1.0391 -0.3781 1.6947  0.197
H -0.8295 -0.3780 -1.9605  0.210
H -1.5391 -1.3028 -0.5786  0.201

Stability verdict: P, ahead by 0.1992 hartree

P.
Density functional theory data (ωB97M-V/def2-TZVPD) for the molecule C7H8.

Properties
- LUMO (eV) = 1.248
- HOMO energy (eV) = -8.60
- SMILES string = C[C@@]12[C@@H]3[C@H]4[C@@H]3[C@@H]1[C@H]42

Last column: natural (NBO) charge in e.
Geometry (Å):
C 2.0291 0.0637 0.0383  -0.606
C 0.5383 -0.1195 -0.0152  -0.022
C -0.5987 -1.2015 -0.2424  -0.225
C -1.4884 -0.1214 -0.8117  -0.229
C -1.5075 -0.4129 0.6712  -0.229
C -0.4004 0.6355 0.8939  -0.226
C -0.3815 0.9268 -0.5950  -0.226
H 2.2055 1.1359 0.2199  0.215
H 2.5107 -0.4759 0.8607  0.211
H 2.5396 -0.1831 -0.8986  0.212
H -0.6914 -2.2628 -0.4549  0.227
H -2.2490 -0.2045 -1.5795  0.226
H -2.2890 -0.7728 1.3308  0.226
H -0.1320 1.2214 1.7664  0.222
H -0.0910 1.7934 -1.1787  0.222

Q.
Density functional theory data (ωB97M-V/def2-TZVPD) for the molecule C7H8.

Properties
- LUMO (eV) = -0.280
- HOMO energy (eV) = -8.62

Last column: natural (NBO) charge in e.
Geometry (Å):
C 2.0285 -0.2700 -0.1114  -0.420
C 3.2967 -0.1130 0.0603  0.239
C 0.7934 0.4898 0.1324  -0.035
C -0.0560 -0.5594 0.1077  0.107
C 1.3582 -1.6916 -0.2908  -0.371
C 0.7863 1.9339 0.3439  -0.646
C -1.4780 -0.7221 -0.1424  -0.673
H 1.0818 -2.0256 -1.2895  0.213
H 1.3982 -2.5278 0.3798  0.222
H 0.4502 2.1376 1.3008  0.229
H 0.1935 2.3874 -0.3727  0.224
H 1.7842 2.3017 0.2619  0.228
H -1.9844 0.1825 0.1136  0.229
H -1.9400 -1.5526 0.3072  0.228
H -1.5202 -1.0377 -1.2573  0.227

R.
Density functional theory data (ωB97M-V/def2-TZVPD) for the molecule C7H8.

Properties
- LUMO (eV) = 0.957
- HOMO energy (eV) = -9.86
- SMILES string = C#CC(C)(C)C#C

Last column: natural (NBO) charge in e.
Geometry (Å):
C 0.2115 0.7376 -1.4273  -0.572
C 0.1008 -0.0257 -0.0952  -0.212
C 1.3636 -0.8647 0.1716  -0.572
C -0.1258 0.9230 1.0173  0.002
C -0.3745 1.6630 1.9332  -0.218
C -1.0962 -0.8866 -0.0973  -0.001
C -2.1264 -1.4915 0.0333  -0.214
H -0.7152 1.2801 -1.6330  0.225
H 0.3938 0.0339 -2.2461  0.215
H 1.0375 1.4536 -1.3810  0.217
H 2.2336 -0.2090 0.2742  0.217
H 1.2476 -1.4448 1.0911  0.225
H 1.5337 -1.5566 -0.6596  0.215
H -0.6157 2.3099 2.7472  0.238
H -3.0682 -1.9224 0.2717  0.236

S.
Density functional theory data (ωB97M-V/def2-TZVPD) for the molecule C7H8.

Properties
- LUMO (eV) = 1.001
- HOMO energy (eV) = -9.95
- SMILES string = C#CC[C@H](C)C#C

Last column: natural (NBO) charge in e.
Geometry (Å):
C -0.2947 -1.3709 -0.1383  -0.590
C -0.2270 0.0001 0.5840  -0.279
C 0.4535 1.1551 -0.1886  -0.469
C 1.8769 0.8959 -0.4270  -0.008
C 3.0442 0.6533 -0.5999  -0.243
C -1.6671 0.2362 0.7900  0.005
C -2.8524 0.0258 0.7243  -0.253
H -0.9073 -1.2377 -1.0353  0.210
H 0.6404 -1.8567 -0.4217  0.218
H -0.8417 -2.0426 0.5292  0.219
H 0.2910 -0.0886 1.5481  0.232
H -0.0625 1.3243 -1.1411  0.237
H 0.3523 2.0895 0.3808  0.242
H 4.0779 0.4379 -0.7595  0.238
H -3.8779 -0.2482 0.6245  0.238

Stability verdict: R, ahead by 0.0064 hartree

P.
Density functional theory data (ωB97M-V/def2-TZVPD) for the molecule C7H8.

Properties
- LUMO (eV) = 1.033
- HOMO energy (eV) = -9.92
- SMILES string = C#CC[C@H](C)C#C

Last column: natural (NBO) charge in e.
Geometry (Å):
C -0.2828 -1.6438 -0.3386  -0.589
C -0.2709 -0.2600 0.3212  -0.289
C 0.3331 0.8168 -0.6270  -0.468
C 1.7474 1.0549 -0.3270  -0.011
C 2.8899 1.2444 0.0037  -0.243
C -1.6135 0.1154 0.7844  0.010
C -2.7034 0.4166 1.1993  -0.257
H -0.9355 -1.6420 -1.2186  0.209
H 0.7286 -1.9205 -0.6548  0.215
H -0.6516 -2.4029 0.3571  0.220
H 0.3707 -0.3070 1.2093  0.241
H 0.2175 0.4959 -1.6698  0.235
H -0.2143 1.7598 -0.5285  0.249
H 3.8998 1.4223 0.3008  0.238
H -3.6658 0.6807 1.5787  0.240

Q.
Density functional theory data (ωB97M-V/def2-TZVPD) for the molecule C7H8.

Properties
- LUMO (eV) = 1.131
- HOMO energy (eV) = -8.87
- SMILES string = C1=C[C@H]2[C@@H]3C[C@@]23C1

Last column: natural (NBO) charge in e.
Geometry (Å):
C 0.0566 -1.0527 0.4411  -0.262
C -1.4244 -1.0054 0.1994  -0.190
C 2.1253 0.0101 0.1975  -0.373
C -0.7579 1.1509 0.2124  -0.368
C 1.0364 -0.6799 -0.6368  -0.252
C -2.0430 0.2134 -0.0162  -0.225
C 0.7349 0.4368 0.2856  -0.047
H 0.3779 -1.6154 1.2988  0.199
H -2.0069 -1.8872 0.0267  0.202
H 2.4407 -0.7655 0.8936  0.202
H 2.8448 0.7063 -0.2201  0.228
H -0.5992 1.9828 -0.4721  0.213
H -0.9301 1.5467 1.1462  0.205
H 0.9879 -0.9005 -1.7681  0.227
H -3.0878 0.2162 -0.3125  0.242

R.
Density functional theory data (ωB97M-V/def2-TZVPD) for the molecule C7H8.

Properties
- LUMO (eV) = 0.635
- HOMO energy (eV) = -8.06
- SMILES string = C1=C[C@@H]2C[C@@H]2C=C1

Last column: natural (NBO) charge in e.
Geometry (Å):
C -1.2933 0.9462 -0.0118  -0.392
C 0.0281 0.8157 -0.5691  -0.267
C 1.1757 1.0007 0.2499  -0.174
C 1.5113 -0.1468 0.7717  -0.228
C 0.7543 -1.4265 0.5796  -0.246
C -0.4769 -1.4490 -0.0962  -0.161
C -0.9700 -0.2276 -0.7919  -0.281
H -2.0898 1.7429 -0.4091  0.214
H -1.4346 0.7470 1.0773  0.215
H 0.0708 1.6594 -1.3588  0.216
H 1.4866 2.0206 0.2475  0.232
H 2.6683 -0.4928 1.0569  0.202
H 1.1337 -2.4394 0.9656  0.225
H -1.1377 -2.3753 0.0678  0.214
H -1.4264 -0.3751 -1.7795  0.230

Stability verdict: P, ahead by 0.0180 hartree